{"formula": "C40H95Cl8N5O17", "method": "wB97M-V/def2-TZVPD", "homo_energy_ev": -8.79, "orbital_gap_ev": 9.22, "e_lumo_ev": 0.4, "max_force_ev_per_a": 4.9, "total_energy_ha": -6815.18014, "symbols": ["C", "C", "C", "O", "C", "N", "H", "H", "H", "H", "H", "H", "H", "H", "H", "H", "H", "C", "C", "C", "O", "C", "N", "H", "H", "H", "H", "H", "H", "H", "H", "H", "H", "H", "C", "C", "C", "O", "C", "N", "H", "H", "H", "H", "H", "H", "H", "H", "H", "H", "H", "C", "C", "C", "O", "C", "N", "H", "H", "H", "H", "H", "H", "H", "H", "H", "H", "H", "C", "C", "C", "O", "C", "N", "H", "H", "H", "H", "H", "H", "H", "H", "H", "H", "H", "C", "C", "O", "C", "O", "O", "C", "H", "H", "H", "H", "H", "H", "H", "H", "C", "C", "O", "C", "O", "O", "C", "H", "H", "H", "H", "H", "H", "H", "H", "C", "C", "O", "C", "O", "O", "C", "H", "H", "H", "H", "H", "H", "H", "H", "C", "C", "O", "C", "O", "O", "C", "H", "H", "H", "H", "H", "H", "H", "H", "C", "Cl", "Cl", "H", "H", "C", "Cl", "Cl", "H", "H", "C", "Cl", "Cl", "H", "H", "C", "Cl", "Cl", "H", "H"], "positions_angstrom": [[-2.296, -0.593, 5.491], [-2.185, -1.600, 4.314], [-2.622, -2.997, 4.896], [-2.533, -4.084, 4.027], [-1.219, -4.620, 4.002], [-3.134, -1.262, 3.208], [-3.341, -0.516, 5.790], [-2.023, 0.453, 5.346], [-1.727, -0.957, 6.346], [-1.192, -1.712, 3.879], [-3.686, -2.821, 5.052], [-2.146, -3.245, 5.845], [-0.760, -4.554, 3.016], [-1.184, -5.650, 4.359], [-0.458, -4.120, 4.601], [-3.402, -2.217, 3.017], [-3.997, -0.825, 3.499], [4.987, -0.309, -1.793], [5.307, -0.926, -3.229], [5.291, -2.451, -3.310], [6.092, -3.008, -2.271], [6.232, -4.402, -2.374], [4.335, -0.380, -4.096], [5.022, 0.776, -1.887], [5.720, -0.808, -1.159], [4.079, -0.546, -1.238], [6.295, -0.530, -3.462], [5.472, -2.750, -4.342], [4.254, -2.721, -3.109], [6.939, -4.855, -1.678], [6.552, -4.732, -3.362], [5.271, -4.885, -2.201], [3.894, 0.488, -3.827], [4.595, -0.262, -5.065], [-0.411, -2.152, 0.096], [-0.158, -0.952, 1.090], [0.795, 0.174, 0.503], [1.085, 1.287, 1.442], [0.444, 2.506, 0.958], [-1.396, -0.296, 1.400], [0.496, -2.436, -0.437], [-1.076, -1.857, -0.716], [-0.719, -3.099, 0.538], [0.146, -1.379, 2.046], [0.491, 0.646, -0.432], [1.813, -0.201, 0.406], [0.970, 3.003, 0.143], [0.600, 3.147, 1.826], [-0.622, 2.467, 0.736], [-1.939, -0.759, 2.115], [-1.178, 0.605, 1.803], [2.243, -5.687, 1.092], [3.765, -5.487, 1.269], [4.208, -4.017, 1.351], [3.624, -3.334, 2.442], [4.061, -1.974, 2.740], [4.234, -6.315, 2.376], [1.689, -5.318, 1.955], [1.990, -6.725, 0.879], [1.998, -5.211, 0.142], [4.132, -5.954, 0.355], [4.099, -3.571, 0.362], [5.298, -4.007, 1.336], [3.654, -1.389, 1.915], [5.147, -1.886, 2.771], [3.588, -1.651, 3.667], [5.040, -5.841, 2.760], [3.522, -6.193, 3.082], [2.432, 5.094, -2.778], [3.159, 4.611, -3.999], [3.678, 5.823, -4.818], [4.420, 5.449, -5.934], [3.592, 5.113, -7.034], [4.254, 3.719, -3.602], [1.694, 5.815, -3.129], [3.038, 5.655, -2.067], [2.037, 4.252, -2.209], [2.625, 3.955, -4.686], [4.383, 6.356, -4.180], [2.777, 6.399, -5.032], [4.277, 4.670, -7.756], [3.179, 6.062, -7.375], [2.882, 4.331, -6.764], [4.693, 4.122, -2.786], [5.057, 3.793, -4.210], [0.783, -0.117, -3.619], [0.776, -0.857, -4.938], [-0.250, -0.458, -5.723], [-0.997, -1.285, -6.397], [-0.935, -2.495, -6.360], [-1.757, -0.489, -7.152], [-2.814, -1.086, -7.950], [0.975, 0.953, -3.535], [1.486, -0.634, -2.967], [-0.061, -0.237, -2.940], [0.687, -1.916, -4.698], [1.763, -0.682, -5.365], [-2.546, -1.820, -8.711], [-3.301, -0.358, -8.599], [-3.604, -1.347, -7.246], [-3.201, 6.477, 7.848], [-4.000, 5.522, 7.064], [-3.101, 4.882, 6.181], [-3.617, 4.169, 5.137], [-4.776, 4.215, 4.685], [-2.611, 3.610, 4.444], [-2.935, 2.771, 3.426], [-2.989, 7.226, 7.085], [-2.378, 6.049, 8.420], [-3.875, 6.986, 8.538], [-4.890, 5.969, 6.621], [-4.437, 4.752, 7.699], [-2.126, 2.074, 3.213], [-3.166, 3.383, 2.554], [-3.742, 2.076, 3.658], [-4.257, -0.678, -0.478], [-5.753, -0.431, -0.448], [-6.510, -1.626, -0.692], [-6.442, -2.222, -1.978], [-5.693, -1.840, -2.927], [-7.213, -3.370, -2.009], [-7.615, -4.047, -3.231], [-3.740, -0.794, -1.431], [-3.961, -1.571, 0.073], [-3.683, 0.091, 0.039], [-6.002, 0.390, -1.119], [-6.005, -0.064, 0.547], [-8.225, -4.947, -3.150], [-6.828, -4.237, -3.961], [-8.301, -3.455, -3.837], [-0.815, 7.848, 4.498], [-0.690, 6.340, 4.431], [-0.881, 5.945, 2.996], [0.103, 6.133, 2.105], [1.181, 6.657, 2.399], [-0.440, 5.831, 0.886], [0.370, 5.992, -0.277], [-1.590, 8.239, 3.839], [0.075, 8.449, 4.314], [-1.252, 8.183, 5.439], [-1.523, 5.993, 5.043], [0.265, 6.045, 4.864], [0.165, 6.792, -0.988], [0.178, 5.069, -0.824], [1.416, 5.968, 0.029], [0.680, -4.691, -3.181], [1.186, -6.337, -3.592], [2.040, -3.817, -2.376], [0.436, -4.164, -4.104], [-0.164, -4.856, -2.511], [-2.878, -5.586, 0.724], [-2.026, -6.821, 1.683], [-4.110, -6.287, -0.363], [-3.560, -4.922, 1.255], [-2.105, -4.957, 0.283], [2.113, 1.506, 4.171], [1.312, 3.043, 4.771], [3.466, 0.948, 5.319], [1.377, 0.714, 4.033], [2.589, 1.533, 3.190], [-3.586, -4.179, -3.581], [-2.684, -3.179, -2.424], [-2.479, -5.303, -4.248], [-4.412, -4.735, -3.140], [-4.134, -3.665, -4.371]], "forces_ev_per_a": [[0.12, -0.33, -0.22], [-0.97, 0.21, 1.19], [-0.57, 1.28, 0.19], [0.81, -0.04, -0.27], [1.04, -0.29, -0.29], [0.36, -1.38, 1.00], [-0.18, -0.35, 0.11], [0.43, -0.13, -0.61], [0.01, 0.03, 0.04], [0.21, 0.37, 0.10], [-0.19, -0.35, 0.42], [0.14, 0.22, 0.13], [-0.43, -0.26, -0.31], [-0.40, -0.10, -0.26], [-0.47, 0.63, 0.54], [-0.58, -0.13, -1.26], [0.05, 0.28, 0.57], [0.93, -1.53, -0.58], [-0.25, 1.09, 2.11], [-1.09, 0.69, 1.22], [0.83, 0.15, -0.65], [-0.55, -0.68, -0.36], [-1.65, 0.25, -1.90], [0.51, -0.06, 0.29], [0.51, 0.88, 0.30], [-0.68, -0.35, -0.88], [0.42, -0.21, 0.07], [0.74, -0.41, 0.01], [-0.16, -0.18, -0.14], [0.09, 0.71, 0.31], [0.12, 0.23, -0.31], [-0.28, -0.14, 0.08], [0.28, -0.04, 0.43], [0.28, -0.25, -0.01], [1.09, 0.92, -0.31], [-0.30, 0.18, -0.99], [1.46, -0.56, 1.65], [-2.19, -0.15, -1.84], [1.06, 0.24, 1.84], [-0.38, 1.07, -0.76], [0.42, 0.14, 0.15], [-0.37, 0.13, 0.32], [-0.41, 0.32, 0.44], [1.42, -0.07, -0.11], [-0.45, -0.56, -0.09], [-0.13, -0.62, -0.59], [0.21, -0.48, -0.36], [-0.37, 0.43, -0.08], [0.00, -0.52, 0.01], [-0.33, -0.14, -0.34], [0.06, 0.26, 0.09], [0.70, 0.22, -0.47], [-1.05, -0.50, -0.24], [0.52, -0.26, -0.68], [0.23, 0.08, 0.53], [-0.74, -1.29, -1.34], [-0.23, 0.50, 0.18], [-0.22, 0.14, -0.20], [0.22, -0.21, 0.51], [-0.47, 0.57, 0.29], [0.68, 0.52, -0.24], [-1.11, 0.60, -0.19], [0.56, -0.09, 0.97], [0.25, 0.57, 0.01], [0.04, -0.05, 0.12], [0.17, -0.28, -0.02], [0.39, -0.19, 0.23], [-0.02, -0.26, 0.51], [-0.52, 0.00, -0.20], [1.95, -0.18, -0.76], [-0.19, -0.89, 1.31], [0.02, -0.22, -0.10], [1.11, -0.09, 0.18], [0.82, 0.10, 0.86], [-0.60, -0.28, 0.36], [0.57, -0.02, -0.25], [-0.44, 0.12, -0.16], [-1.02, 0.40, 0.20], [-0.22, 0.39, 0.11], [0.14, 0.61, -0.46], [-0.22, 0.24, -0.30], [-0.57, -0.36, -0.45], [-0.43, 0.29, -0.11], [-0.20, -0.03, 0.79], [-0.21, -0.20, -1.03], [-0.05, -0.28, 2.01], [1.63, -0.74, 2.55], [-0.87, 2.11, -0.86], [0.13, -1.10, -0.65], [-0.55, 0.71, -0.20], [-1.00, -0.48, -1.42], [-0.63, 0.53, 0.26], [0.35, 0.03, -0.84], [0.81, 0.16, -0.29], [-0.98, -0.26, -0.71], [0.08, -0.11, -0.18], [-0.14, -0.09, -0.59], [0.58, -0.62, 0.89], [0.55, 0.90, 0.44], [0.12, -0.80, -0.23], [-0.69, 1.30, 0.02], [-1.42, -1.57, 1.09], [-0.28, -1.47, -1.87], [-1.90, 1.61, -2.18], [2.58, -0.40, 2.12], [0.73, 1.03, 3.45], [-0.74, -1.57, -2.12], [1.12, 0.34, 0.46], [0.12, 0.14, -0.48], [0.03, -0.04, 0.21], [0.43, 0.22, -0.72], [0.08, -0.29, 0.17], [0.54, 0.56, 0.06], [-0.16, -0.39, -0.26], [-0.50, 0.44, 0.10], [1.10, -0.17, 0.34], [1.35, 0.32, -0.46], [-0.78, -1.72, -2.78], [2.31, 0.71, -1.68], [-3.20, -1.21, 3.54], [0.11, 0.83, 0.51], [-0.01, 1.25, -1.51], [-0.72, 0.14, -0.32], [-0.38, -0.23, 0.20], [-0.31, 0.32, 0.09], [-0.30, -0.30, -0.37], [-0.40, -0.54, 0.04], [0.61, -0.13, 1.44], [0.59, -0.08, 0.62], [-0.02, 0.83, 0.37], [-0.46, 1.22, 0.11], [0.03, 1.49, -0.98], [0.10, -0.87, 1.04], [0.32, 2.15, 1.24], [-1.70, -1.59, -1.47], [0.47, 0.75, 1.00], [0.80, -1.66, -0.05], [0.03, -0.39, -0.57], [0.14, -0.38, -0.04], [0.44, -0.29, 0.54], [0.20, -0.86, -0.79], [-0.04, -0.46, -0.50], [-0.40, 0.51, 0.80], [0.12, 0.03, -0.21], [0.03, 0.35, -0.17], [0.38, -0.34, 0.13], [0.13, -0.12, -0.21], [-0.74, -0.20, -0.20], [-0.10, -0.04, 0.30], [0.22, 0.69, -0.04], [-0.64, 0.44, 0.24], [-0.53, 0.32, -0.24], [0.67, -0.15, -0.49], [0.74, -0.25, 0.98], [-0.30, -0.43, -0.69], [0.66, -0.27, 0.58], [0.78, -1.44, -0.81], [-1.30, 0.44, -0.79], [-0.10, 0.21, 0.78], [-0.05, 1.05, 0.28], [-1.28, 0.03, 0.10], [-0.66, 0.13, -0.15], [0.68, -1.14, -0.89], [0.47, 0.02, 0.89], [0.85, 0.84, 0.05]], "mulliken_charge": [-1.658, 1.549, -1.500, -0.273, -0.832, -0.784, 0.398, 0.282, 0.452, -0.290, 0.435, 0.574, 0.117, 0.360, 0.431, 0.159, 0.331, -1.583, 0.392, -0.030, -0.334, -0.739, -0.339, 0.464, 0.471, 0.208, 0.237, 0.413, -0.255, 0.284, 0.362, 0.213, 0.052, 0.224, -0.516, 1.315, -1.312, -0.193, -0.484, 0.446, 0.135, -0.130, -0.028, 0.184, 0.457, 0.036, 0.337, -0.093, 0.427, -0.145, -0.251, -0.964, 0.315, -0.524, -0.345, -0.418, -0.729, 0.202, 0.422, -0.010, 0.277, 0.220, 0.425, 0.029, 0.353, 0.175, 0.324, 0.312, -1.414, 0.461, -0.786, -0.366, -0.644, -0.516, 0.410, 0.421, 0.253, 0.107, 0.377, 0.403, 0.245, 0.287, 0.273, 0.274, 0.228, -0.935, 0.381, -0.278, 0.873, -0.596, -0.346, -0.630, 0.375, 0.245, 0.279, -0.334, 0.135, 0.299, 0.273, 0.247, -1.017, -0.397, -0.257, 0.629, -0.621, -0.049, -0.533, 0.182, 0.284, 0.408, 0.365, 0.340, -0.228, 0.435, 0.381, -0.629, -0.502, -0.346, 0.757, -0.568, -0.291, -0.643, 0.281, 0.205, 0.284, 0.291, 0.311, 0.315, 0.219, 0.312, -1.524, 0.827, -0.226, 0.801, -0.601, -0.312, -0.789, 0.354, 0.391, 0.401, -0.427, 0.223, 0.338, 0.232, 0.431, 0.094, -0.196, 0.050, 0.012, -0.080, 0.473, -0.177, -0.197, 0.168, -0.241, 0.174, -0.145, -0.211, -0.033, 0.178, -0.377, 0.123, -0.149, 0.165, 0.292]}